Version a
The following is a quantum chemistry calculation of a single H4N2 molecule, from the Open Molecules 2025 dataset.

Each line ends with the natural charge from an NBO analysis.
Geometry (Å):
H -1.145 0.847 -0.185  0.339
H 1.012 -0.616 0.681  0.335
H 1.050 0.858 0.082  0.325
H -0.880 -0.861 -0.560  0.355
N -0.706 -0.105 0.144  -0.685
N 0.670 -0.122 -0.163  -0.669

Calculated values
HOMO: -8.64 eV
Structure (SMILES): NN
LUMO level: 1.276 eV
HOMO-LUMO gap: 9.91 eV


Version b
The following is a quantum chemistry calculation of a single H4N2 molecule, from the Open Molecules 2025 dataset.

Each line ends with the natural charge from an NBO analysis.
Geometry (Å):
H 1.166 0.802 0.157  0.342
H -1.072 -0.760 -0.455  0.338
N 0.712 -0.028 -0.150  -0.677
H 1.108 -0.741 0.474  0.341
N -0.687 -0.028 0.135  -0.691
H -1.227 0.756 -0.160  0.347

Calculated values
HOMO: -8.21 eV
Structure (SMILES): NN
LUMO level: 1.418 eV
HOMO-LUMO gap: 9.63 eV


Version c
The following is a quantum chemistry calculation of a single H4N2 molecule, from the Open Molecules 2025 dataset.

Each line ends with the natural charge from an NBO analysis.
Geometry (Å):
N 0.675 -0.014 0.172  -0.649
N -0.709 -0.033 -0.163  -0.666
H -0.758 1.009 0.166  0.343
H 1.189 -0.710 -0.508  0.310
H 0.992 0.712 -0.257  0.317
H -1.181 -0.681 0.538  0.345

Calculated values
HOMO: -8.60 eV
Structure (SMILES): NN
LUMO level: 1.288 eV
HOMO-LUMO gap: 9.89 eV


The structure with the greatest stability is version b.


Version a
The following is a quantum chemistry calculation of 4 unconnected molecules or ions with the total composition H9O4, from the Open Molecules 2025 dataset.

Each line ends with the natural charge from an NBO analysis.
Geometry (Å):
H -2.361 -0.559 1.678  0.512
H 1.355 -2.576 -0.135  0.506
O 1.017 1.977 -0.082  -0.932
H 0.192 0.937 -0.599  0.531
H 1.306 2.582 -0.863  0.517
H -0.006 -0.676 -0.595  0.527
H -1.035 0.237 1.927  0.499
H 1.921 2.050 0.321  0.523
O -0.420 0.136 -0.921  -0.831
H 0.587 -2.303 -1.327  0.494
O 0.538 -2.144 -0.344  -0.941
H -1.272 0.154 -0.345  0.559
O -1.823 0.185 1.284  -0.964

Calculated values
HOMO: -16.46 eV
LUMO level: -3.553 eV
Total charge: +1
HOMO-LUMO gap: 12.91 eV


Version b
The following is a quantum chemistry calculation of 4 unconnected molecules or ions with the total composition H9O4, from the Open Molecules 2025 dataset.

Each line ends with the natural charge from an NBO analysis.
Geometry (Å):
O -0.111 0.040 -0.308  -0.897
H -1.432 0.838 3.085  0.513
H 3.122 0.510 -0.996  0.517
H 0.922 0.295 -0.593  0.581
H 2.971 0.208 0.450  0.521
H -0.153 1.469 2.514  0.493
O -1.630 -1.205 -1.767  -0.956
H -0.692 -0.664 -0.747  0.547
O 2.408 0.359 -0.345  -0.950
H -1.687 -0.928 -2.675  0.514
O -0.818 0.780 2.321  -0.978
H -2.437 -1.788 -1.596  0.523
H -0.462 0.086 0.657  0.571

Calculated values
HOMO: -16.04 eV
LUMO level: -3.222 eV
Total charge: +1
HOMO-LUMO gap: 12.81 eV


The structure with the greatest stability is version b.